[1]
# C10H12F12N3O

An isolated ion of composition C10H12F12N3O and charge +1 in a non-equilibrium geometry (the ωB97M-V functional and the def2-TZVPD basis, the Open Molecules 2025 dataset).

The geometry in ORCA input format:
```
! RIJCOSX wB97M-V def2-TZVPD def2/J DEFGRID3
* xyz 1 1
F 2.373 -1.819 -1.828
F 3.651 -3.269 -0.257
F 1.575 2.127 -2.079
F 3.013 -4.554 -1.785
F 2.048 -4.687 0.095
F 3.399 1.089 -1.949
F -0.152 -3.166 0.212
F 0.914 -3.278 -2.337
F 1.377 -1.776 0.770
F -1.578 -1.633 -0.896
F -0.074 -0.698 -2.048
F 2.930 2.453 -0.424
O 1.835 0.556 -0.566
N -2.301 0.380 1.939
N -1.616 3.415 -0.119
N -1.517 1.000 -0.604
C -2.120 2.060 0.211
C -0.525 0.154 0.125
C -0.345 -1.084 -0.815
C 0.770 1.012 0.276
C 1.603 -2.776 -1.322
C 0.622 -2.186 -0.269
C 2.589 -3.846 -0.745
C -2.070 1.833 1.724
C 2.420 1.550 -1.237
C -1.082 -0.360 1.475
H -3.193 2.079 -0.052
H 0.611 2.082 0.117
H -0.978 1.464 -1.334
H 1.127 0.907 1.315
H -3.180 0.056 1.524
H -2.378 0.215 2.947
H -1.329 -1.425 1.468
H -0.326 -0.236 2.255
H -1.159 2.188 2.218
H -2.909 2.390 2.154
H -2.232 3.769 -0.848
H -1.795 4.014 0.687
*
```

Results
- Kohn-Sham gap: 9.9060 eV
- SMILES: N[C@@H]1C[NH2+]C[C@@](COC(F)(F)F)(C(F)(F)C(F)(F)C(F)(F)C(F)(F)F)N1
- F_max: 1.81 eV/A
- E_HOMO: -13.628 eV

These are the natural (NBO) partial charges, in e, on atoms 1 to 8:
1 F -0.2875
2 F -0.2861
3 F -0.3256
4 F -0.3009
5 F -0.2898
6 F -0.2857
7 F -0.2964
8 F -0.2841

[2]
# C10H12F3N5O6S

A 2-piece molecular cluster, C10H12F3N5O6S overall in a non-equilibrium geometry (the ωB97M-V functional and the def2-TZVPD basis, the Open Molecules 2025 dataset).

The geometry in ORCA input format:
```
! RIJCOSX wB97M-V def2-TZVPD def2/J DEFGRID3
* xyz 0 1
S 2.085 -0.126 2.024
F 4.283 -0.053 0.497
F 2.599 -1.141 -0.401
F 2.572 1.060 -0.314
O -3.784 1.493 0.550
O -2.539 3.312 1.220
O 2.398 -1.395 2.644
O -3.480 -2.731 0.435
O -1.528 -3.654 0.797
O 2.328 1.133 2.722
N -0.260 1.643 4.342
N -3.635 0.135 0.436
N -2.588 2.106 1.031
N -0.716 0.665 5.120
N -2.266 -2.644 0.692
C -0.342 1.107 1.575
C -0.837 2.971 4.331
C 0.090 -0.551 5.222
C 2.952 -0.063 0.334
C -1.634 -1.362 0.897
C -1.416 1.032 6.336
C -2.356 -0.115 0.841
C 0.349 -0.116 1.583
C -1.683 1.062 1.191
C -0.266 -1.327 1.218
H 1.043 -0.372 5.754
H -0.774 1.587 7.041
H -0.519 -1.250 5.803
H -2.310 1.618 6.107
H -0.058 3.727 4.522
H 0.622 1.482 3.853
H -1.706 0.081 6.801
H 0.123 2.072 1.776
H -1.620 3.047 5.093
H -1.294 3.182 3.352
H 0.309 -0.988 4.239
H 0.329 -2.236 1.204
*
```

Results
- Kohn-Sham gap: 4.2358 eV
- F_max: 4.71 eV/A
- E_HOMO: -6.726 eV

These are the natural (NBO) partial charges, in e, on atoms 1 to 8:
1 S 2.0611
2 F -0.2918
3 F -0.3040
4 F -0.3059
5 O -0.1282
6 O -0.3461
7 O -0.8788
8 O -0.3368

[3]
# C10H12MnN7OSbSe4

C10H12MnN7OSbSe4 as an isolated structure in a non-equilibrium geometry (the ωB97M-V functional and the def2-TZVPD basis, the Open Molecules 2025 dataset).

The geometry in ORCA input format:
```
! RIJCOSX wB97M-V def2-TZVPD def2/J DEFGRID3
* xyz -1 5
Sb 0.972 -4.692 0.768
Se 0.438 -2.636 -0.457
Se -1.257 -5.387 1.526
Se 2.575 -6.151 -0.254
Se 1.306 -3.978 3.126
Mn 0.760 -0.218 -0.858
O -2.428 0.646 0.887
N 2.348 -0.888 -3.454
N 0.481 0.074 1.167
N 0.228 1.513 2.863
N -0.066 0.250 3.229
N 1.249 1.868 -0.570
N 1.234 4.613 -0.098
N -2.755 -1.588 0.845
C 1.806 -0.627 -2.453
C 0.551 1.355 1.605
C -1.087 0.316 -1.778
C 1.524 4.105 -1.292
C 0.933 3.743 0.855
C -2.318 -0.439 -1.256
C 0.079 -0.611 2.217
C 1.534 2.744 -1.534
C 0.932 2.370 0.630
C -2.484 -0.399 0.246
H -2.473 -2.457 0.413
H -3.259 -0.031 -1.653
H -0.360 0.050 4.169
H 1.761 4.805 -2.084
H -0.081 -1.681 2.255
H 2.753 -1.538 -4.096
H -2.263 -1.481 -1.576
H 0.673 4.130 1.832
H -0.995 0.080 -2.844
H -2.815 -1.593 1.850
H -1.263 1.396 -1.716
H 1.766 2.337 -2.509
*
```

Results
- Kohn-Sham gap (alpha / beta): 5.6235 / 5.6639 eV
- F_max: 1.06 eV/A
- E_HOMO (alpha / beta): -4.161 / -4.340 eV

These are the natural (NBO) partial charges, in e, on atoms 1 to 8:
1 Sb 1.0827
2 Se -0.8170
3 Se -0.5584
4 Se -0.7132
5 Se -0.5909
6 Mn 0.9042
7 O -0.6853
8 N -0.6726

[4]
# C10H12N2

One molecule with the formula C10H12N2 in a non-equilibrium geometry (the ωB97M-V functional and the def2-TZVPD basis, the Open Molecules 2025 dataset).

The geometry in ORCA input format:
```
! RIJCOSX wB97M-V def2-TZVPD def2/J DEFGRID3
* xyz 0 1
N -2.502 0.469 -0.703
N -1.191 -0.092 -1.010
C 0.604 0.860 -2.235
C -0.808 -1.360 -0.750
C 0.722 -1.097 1.255
C 0.193 -1.709 0.084
C 0.327 1.275 0.401
C 1.312 -2.039 2.269
C -0.827 2.092 -0.294
C 0.576 0.269 1.450
C -0.159 0.907 -0.940
C -2.239 1.661 -0.313
H 0.517 -2.867 0.088
H -1.440 -2.048 -1.197
H -0.644 3.216 -0.513
H 0.570 -2.205 3.037
H 0.655 -0.228 -2.653
H 1.298 -3.080 1.703
H 1.655 1.180 -2.050
H 2.278 -1.875 2.735
H -3.041 2.375 0.003
H 0.160 1.509 -3.135
H 0.915 0.802 2.409
H 1.071 1.985 0.359
*
```

Results
- Kohn-Sham gap: 8.5605 eV
- SMILES: CC1=C[C@@H]2[C@@H]3C=NN(C=C1)[C@]23C
- F_max: 4.22 eV/A
- Energy above the lowest of the compared OMol25 structures with the same formula, charge and spin: 453.8 kJ/mol
- E_HOMO: -7.808 eV

These are the natural (NBO) partial charges, in e, on atoms 1 to 8:
1 N -0.2095
2 N -0.2809
3 C -0.6117
4 C 0.0449
5 C -0.0332
6 C -0.2883
7 C -0.2368
8 C -0.6215